The following is a quantum chemistry calculation of a structure of composition C4H11BBeCl9, from the OMol25 dataset.

F_max ... 4.98 eV Å⁻¹
LUMO level ... -9.63 eV
Total charge ... +1

```
26
Properties=species:S:1:pos:R:3:lowdin_charge:R:1
Be -23.07116 -4.01593 22.56408 1.202
B -22.91433 -3.00240 20.32288 -0.447
H -22.61631 -2.28145 19.50834 0.024
H -22.00513 -3.46880 20.85265 -0.044
H -23.51632 -2.40532 21.08477 -0.076
H -23.55639 -3.86248 19.97373 -0.028
C -22.37035 -5.42415 17.63432 -1.479
Cl -20.78072 -5.17926 18.47018 0.507
Cl -22.92730 -7.11702 17.83018 0.511
Cl -22.12339 -5.15831 15.91079 0.544
H -23.11042 -4.73101 18.02046 -0.014
C -19.86258 -1.62088 18.57838 -1.117
Cl -19.90075 0.09584 18.79342 0.541
Cl -18.31891 -2.17225 17.93620 0.541
H -20.05299 -2.11458 19.52830 -0.004
H -20.69366 -1.78132 17.89391 0.000
C -22.49497 -0.24872 22.60739 -0.934
Cl -23.96396 -0.95006 23.30228 0.561
Cl -21.12632 -1.36568 22.78945 0.570
H -22.71902 0.04962 21.58615 0.037
H -22.24403 0.64839 23.16953 0.047
C -24.55275 -0.79069 18.70943 -1.012
Cl -25.93086 0.32218 18.50068 0.530
Cl -23.75474 -1.03346 17.11203 0.526
H -23.88002 -0.41273 19.47357 0.003
H -24.90698 -1.77650 18.99772 0.009
```

=====

The following is a quantum chemistry calculation of a cluster of 2 separate species, C4H8O2 in total, from the OMol25 dataset.

F_max ... 0.38 eV Å⁻¹
LUMO level (alpha / beta) ... -0.06 / -0.06 eV

```
14
Properties=species:S:1:pos:R:3:lowdin_charge:R:1
C 0.25189 1.31827 -0.90709 -0.074
C -0.82872 0.68814 0.98243 -0.043
O 0.08621 -0.09723 1.46912 -0.099
C 0.73969 -0.93402 0.59098 -0.174
C -0.02122 -1.92002 -0.16809 -0.289
O 0.49424 -2.78502 -0.84860 0.022
H 1.25428 1.55012 -1.28188 0.048
H -0.16572 2.27475 -0.58252 0.034
H -0.35871 0.93265 -1.72837 0.049
H -1.11057 1.49333 1.65705 0.110
H -1.58131 0.31814 0.29024 0.096
H 1.68226 -1.27337 1.01090 0.134
H 0.68908 0.25063 -0.35771 0.061
H -1.13141 -1.81637 -0.12646 0.125
```

=====

The following is a quantum chemistry calculation of a cluster of 12 separate species, C43H107N7O22 in total, from the OMol25 dataset.

F_max ... 3.04 eV Å⁻¹
LUMO level ... 0.50 eV

```
179
Properties=species:S:1:pos:R:3:lowdin_charge:R:1
C -23.41308 -12.90498 0.33759 -0.067
C -21.95769 -12.46955 0.12959 -0.427
C -21.75514 -11.08470 0.70966 -0.269
O -22.54838 -10.05298 0.24111 -0.211
C -22.04474 -9.44632 -0.98348 -0.048
N -20.96834 -13.41768 0.70579 0.043
H -23.63800 -13.15913 1.35911 0.062
H -23.73824 -13.85610 -0.22388 0.102
H -24.05302 -12.16009 -0.15589 0.064
H -21.79197 -12.39327 -0.91906 0.121
H -20.69964 -10.85907 0.64567 0.108
H -21.86951 -11.19238 1.79277 0.124
H -20.97736 -9.32868 -0.89185 0.080
H -22.57301 -8.50687 -1.13497 0.085
H -22.23994 -10.18093 -1.79349 0.096
H -21.24117 -14.26652 0.22889 0.064
H -21.06591 -13.51422 1.71423 0.070
C -27.62771 -0.48636 -2.06242 -0.050
C -27.18571 -1.94855 -2.12561 -0.426
C -26.01904 -2.12466 -3.12353 -0.158
O -26.64067 -2.27843 -4.41581 -0.206
C -26.71367 -3.58221 -4.89995 -0.138
N -26.80235 -2.34985 -0.78810 0.080
H -28.53210 -0.28748 -1.46768 0.065
H -27.90259 -0.01433 -3.04032 0.097
H -26.68297 -0.05548 -1.62525 0.100
H -27.92886 -2.58831 -2.55356 0.123
H -25.50358 -3.03915 -2.83871 0.113
H -25.34743 -1.26932 -3.22618 0.125
H -27.48504 -4.14055 -4.36768 0.069
H -25.76493 -4.17387 -4.87425 0.099
H -27.06002 -3.52720 -5.93898 0.090
H -27.33625 -3.17112 -0.50576 0.059
H -27.06984 -1.64348 -0.14601 0.024
C -29.75941 -6.56781 4.69616 -0.074
C -29.15635 -7.33802 5.81504 -0.457
C -29.12648 -6.52062 7.10698 -0.158
O -28.09983 -5.49521 7.02741 -0.198
C -28.10332 -4.67054 8.11477 -0.162
N -29.86886 -8.60512 6.02883 0.077
H -29.73865 -7.09693 3.71290 0.082
H -29.09787 -5.69508 4.56476 0.079
H -30.80579 -6.20608 4.84653 0.099
H -28.15452 -7.51990 5.51406 0.109
H -28.88081 -7.16931 7.92502 0.113
H -30.15103 -6.07029 7.24644 0.144
H -28.01611 -5.23948 9.05610 0.095
H -28.99522 -4.05949 8.22224 0.085
H -27.26028 -4.00800 8.03200 0.080
H -29.22731 -9.31787 6.13085 0.039
H -30.28971 -8.79394 5.16253 0.042
C -22.37467 -8.35084 4.33931 -0.042
C -23.51218 -8.42857 5.29060 -0.389
C -24.44873 -7.24433 5.24122 -0.259
O -23.82752 -6.08593 5.63023 -0.168
C -24.84015 -5.13037 5.87979 -0.071
N -24.34820 -9.64111 5.11247 0.063
H -21.94852 -7.32621 4.49047 0.086
H -22.57410 -8.47386 3.32865 0.045
H -21.71101 -9.15205 4.56491 0.074
H -23.06223 -8.51751 6.25718 0.132
H -25.26517 -7.48238 5.85913 0.102
H -24.99441 -7.14680 4.29483 0.096
H -25.59689 -5.20401 5.09025 0.086
H -24.37808 -4.17907 5.97343 0.082
H -25.27211 -5.45006 6.82578 0.087
H -24.98949 -9.71378 5.85024 0.053
H -23.83420 -10.52195 5.12626 0.089
C -27.30916 -9.29073 3.10942 -0.055
C -26.89215 -10.74103 2.95398 -0.352
C -27.87940 -11.40882 1.99499 -0.179
O -28.93278 -11.98454 2.80207 -0.161
C -30.03830 -12.18349 2.03338 -0.155
N -25.52492 -10.69947 2.25308 0.079
H -27.51385 -8.88149 2.11386 0.082
H -26.48498 -8.73352 3.54556 0.049
H -28.16460 -9.18982 3.80051 0.072
H -26.85175 -11.19028 3.95033 0.130
H -27.41502 -12.23547 1.45261 0.125
H -28.28338 -10.69542 1.23257 0.120
H -30.59176 -11.27143 1.79740 0.097
H -30.77808 -12.82804 2.48050 0.089
H -29.76374 -12.63653 1.13759 0.050
H -25.10853 -11.58494 1.98077 0.046
H -24.84752 -10.18332 2.73227 0.007
C -30.07488 -7.47613 -2.05556 -0.033
C -30.02614 -8.27197 -3.49657 -0.347
C -28.68046 -8.08216 -4.17279 -0.245
O -28.62092 -8.49275 -5.49117 -0.175
C -28.27483 -9.86547 -5.72264 -0.099
N -30.40264 -9.71114 -3.39848 0.057
H -29.11149 -7.70563 -1.45879 0.081
H -30.90678 -7.78947 -1.35784 0.083
H -30.12649 -6.39892 -2.10697 0.023
H -30.78166 -7.89883 -4.12317 0.106
H -27.84842 -8.52337 -3.59997 0.118
H -28.48717 -7.00344 -4.16165 0.121
H -27.33353 -10.18541 -5.28017 0.075
H -28.24020 -10.05008 -6.79987 0.080
H -29.10614 -10.52212 -5.29929 0.086
H -31.37854 -9.69310 -3.15759 0.066
H -30.03026 -10.12722 -2.60012 0.011
C -21.76648 -2.65400 0.85274 -0.033
C -22.98323 -3.41397 1.50730 -0.429
C -22.70558 -3.76046 2.97578 -0.169
O -21.32083 -3.96911 3.20380 -0.214
C -20.95191 -4.27800 4.46043 -0.167
N -24.29962 -2.86377 1.36930 0.057
H -21.90438 -2.58318 -0.20130 0.058
H -20.80176 -3.10489 1.00815 0.055
H -21.66836 -1.69221 1.39086 0.086
H -23.06769 -4.38773 1.02173 0.119
H -23.24115 -4.72887 3.26038 0.135
H -22.98387 -2.94121 3.64297 0.123
H -19.89130 -4.47897 4.45074 0.089
H -21.51542 -5.14478 4.90113 0.085
H -21.08645 -3.46065 5.17874 0.092
H -24.20124 -1.87072 1.58428 0.082
H -24.88264 -3.04239 0.52805 0.069
C -30.57894 -2.08284 0.96207 0.001
O -30.88513 -3.36815 0.30706 -0.026
C -31.35802 -3.16873 -0.95119 -0.620
O -31.44680 -2.08686 -1.49044 0.111
O -31.61505 -4.34172 -1.48368 -0.017
C -31.91001 -4.31541 -2.90093 -0.027
H -30.14475 -2.36309 1.92334 0.096
H -31.48449 -1.54430 0.98640 0.081
H -29.89115 -1.50575 0.34514 0.075
H -30.95436 -4.04041 -3.42615 0.112
H -32.74408 -3.61372 -3.14753 0.108
H -32.21168 -5.34276 -3.17158 0.091
C -26.25736 -9.82008 -1.03806 -0.010
O -26.20996 -11.21344 -1.44077 -0.011
C -27.41637 -11.79423 -1.56927 -0.591
O -28.48154 -11.25757 -1.34886 0.083
O -27.22067 -13.09963 -1.84082 -0.011
C -28.46494 -13.87168 -1.79286 -0.012
H -27.04473 -9.25352 -1.47154 0.062
H -25.22502 -9.54459 -1.23374 0.092
H -26.38245 -9.78494 0.06179 0.072
H -28.69731 -14.17467 -0.75841 0.096
H -28.14890 -14.75253 -2.42187 0.113
H -29.24591 -13.34448 -2.25575 0.068
C -19.97851 -6.88583 2.42652 -0.048
O -18.85662 -7.55313 2.98891 -0.004
C -19.06186 -8.88161 3.14212 -0.571
O -20.07031 -9.44482 2.80476 0.083
O -18.01162 -9.43215 3.79918 0.021
C -18.15803 -10.86060 3.80123 -0.053
H -19.54465 -5.90145 2.01685 0.126
H -20.65264 -6.67247 3.27151 0.055
H -20.47559 -7.54048 1.63708 0.116
H -18.20073 -11.27139 2.78710 0.098
H -19.03913 -11.28213 4.33387 0.108
H -17.26594 -11.26723 4.19682 0.076
C -27.79223 1.34907 1.22563 -0.020
O -27.92716 -0.06468 1.41314 -0.030
C -27.24806 -0.54494 2.42030 -0.646
O -26.56220 0.10652 3.15685 0.141
O -27.44251 -1.87679 2.37980 -0.038
C -27.02012 -2.51627 3.59413 -0.029
H -28.28641 1.63315 0.29105 0.095
H -26.76497 1.58640 1.01258 0.092
H -28.12179 1.85510 2.13353 0.105
H -26.86926 -3.56968 3.36483 0.068
H -27.77763 -2.33936 4.36099 0.107
H -26.01504 -2.21079 3.85720 0.084
C -28.31372 -5.15487 1.03037 -0.007
O -27.16464 -5.78832 0.35814 -0.043
C -26.16417 -6.14465 1.29285 -0.574
O -26.10589 -5.84254 2.44655 0.105
O -25.28803 -6.92240 0.67461 0.005
C -24.24471 -7.47167 1.55474 0.007
H -28.30412 -5.54879 2.03929 0.071
H -29.22446 -5.48283 0.51647 0.093
H -28.06919 -4.10473 0.98739 0.060
H -23.92062 -8.39648 1.07743 0.076
H -24.57320 -7.64750 2.53576 0.033
H -23.45757 -6.71619 1.58663 0.094
```

=====

The following is a quantum chemistry calculation of a structure of composition C31H36Cl11F3O3, from the OMol25 dataset.

F_max ... 8.38 eV Å⁻¹
LUMO level ... -1.91 eV

```
84
Properties=species:S:1:pos:R:3:lowdin_charge:R:1
C -5.14765 0.56895 -2.47451 -0.008
C -4.06213 1.55989 -2.10638 -0.127
C -2.56943 1.15377 -1.56897 -0.018
C -2.35923 1.25640 0.08796 -0.039
C -3.56572 1.69278 1.13185 -0.162
C -4.17177 3.19549 0.87222 -0.191
O -5.52032 3.16833 0.28119 -0.243
C -6.53354 2.66560 1.22346 -0.236
C -7.12850 1.17032 0.76887 -0.102
C -0.88108 0.91632 0.78092 0.057
C 0.30828 0.48460 -0.26303 -0.217
C 0.08880 0.36951 -1.91797 -0.035
C -1.39538 0.69332 -2.62071 0.054
C -1.50119 0.56012 -4.23740 -0.202
F -2.84514 0.63794 -4.83455 0.019
F -0.71941 1.71672 -4.81578 -0.010
F -0.88434 -0.70064 -4.79905 -0.015
C 1.43820 -0.05673 -2.76050 -0.196
O 1.84308 0.46547 -3.92047 -0.017
C 2.39596 -1.22100 -2.03923 -0.056
C 3.11091 -2.46287 -2.83549 -0.477
Cl 2.87803 -2.73491 -4.65413 0.520
C 4.06313 -3.56748 -2.01750 -0.045
C 4.30925 -3.38710 -0.37612 -0.031
C 3.57798 -2.14703 0.42403 0.006
C 2.62644 -1.08835 -0.38936 -0.078
C 1.82584 0.17111 0.36574 -0.219
O 2.33727 0.85345 1.39604 -0.030
H -5.32716 -0.42490 -1.85091 0.074
H -5.89314 0.78265 -3.36858 0.080
H -4.36059 2.69328 -2.20449 0.117
H -3.12585 1.65781 2.21964 0.027
H -4.37631 0.82624 1.07623 0.123
H -4.17873 3.86151 1.84641 0.120
H -3.44709 3.70894 0.07445 0.143
H -7.47207 3.39841 1.13830 0.129
H -6.20956 2.69229 2.35073 0.092
H -8.13365 1.26803 0.13627 0.086
H -7.30740 0.47510 1.72138 0.083
H -6.34515 0.57759 0.09717 0.047
H -0.69198 1.01206 1.93412 0.113
H 4.56630 -4.45285 -2.63752 0.099
H 5.01796 -4.18227 0.13101 0.093
H 3.76468 -2.05843 1.58285 0.047
Cl 4.02902 -1.25360 6.78530 0.538
C 4.94016 -0.40207 5.51343 -0.692
C 4.57907 -0.89452 4.12103 -0.657
Cl 5.14723 -2.55690 3.82740 0.547
H 6.00791 -0.52508 5.72032 -0.026
H 4.69602 0.66043 5.60698 0.077
H 5.05470 -0.25991 3.36740 0.055
H 3.49767 -0.87044 3.95269 0.068
Cl -2.70724 -3.76040 0.59273 0.536
C -1.99384 -3.70642 -1.03855 -0.652
C -0.49510 -3.45334 -1.00162 -0.558
Cl -0.10501 -1.80363 -0.45495 0.815
H -2.51866 -2.93695 -1.61347 0.066
H -2.19590 -4.67570 -1.50431 0.074
H -0.07506 -3.56136 -2.00602 0.079
H 0.01699 -4.16012 -0.34088 0.076
Cl 1.49066 0.29391 -9.70684 0.531
C 0.34342 0.33305 -8.34477 -0.665
C -0.18366 -1.05033 -7.99820 -0.668
Cl -1.25360 -1.69924 -9.26575 0.532
H -0.46799 1.02048 -8.60378 0.071
H 0.88256 0.75066 -7.48908 0.070
H -0.77480 -1.00326 -7.07882 0.045
H 0.63094 -1.76488 -7.84268 0.069
Cl 8.19292 -1.38952 5.23836 0.587
C 8.61901 -1.01447 3.54996 -0.639
C 9.00503 0.44455 3.36581 -0.650
Cl 7.61432 1.53879 3.56851 0.558
H 7.77022 -1.29007 2.91622 0.052
H 9.46331 -1.65860 3.28630 0.075
H 9.38715 0.60292 2.35298 0.074
H 9.78241 0.74844 4.07410 0.071
Cl -1.89010 3.37488 4.02215 0.570
C -3.03733 3.41402 5.38422 -0.645
C -3.56441 2.03064 5.73079 -0.642
Cl -4.63435 1.38173 4.46324 0.583
H -3.84874 4.10145 5.12521 0.072
H -2.49819 3.83163 6.23991 0.075
H -4.15555 2.07771 6.65017 0.075
H -2.74981 1.31609 5.88631 0.074
```

=====

> What is the formula in the second record?

C4H8O2